10
Properties=species:S:1:pos:R:3:forces:R:3 method="wB97M-V/def2-TZVPD" e_lumo_ev=0.97 smiles=CON(F)N(F)F gap_ev=11.97
C -1.15779 -0.78225 -1.01020 0.1 0.9 1.4
O -0.35612 0.29972 -0.50290 0.2 1.5 0.9
N 0.13778 -0.03534 0.70924 2.6 -0.3 -0.2
F -0.33100 0.83739 1.71706 0.0 0.1 -1.0
N 1.69794 0.40677 0.45613 -2.5 0.0 -0.6
F 1.59063 1.77864 0.29594 0.3 -0.2 0.1
F 2.29925 0.28268 1.63707 0.1 -0.1 0.9
H -2.08793 -0.73377 -0.38483 0.7 -1.0 -0.8
H -0.45151 -1.61346 -0.89965 -1.2 -0.6 -0.4
H -1.34125 -0.44039 -2.01786 -0.2 -0.5 -0.3

---

8
Properties=species:S:1:pos:R:3:forces:R:3 method="wB97M-V/def2-TZVPD" e_lumo_ev="-1.86 / -1.93" gap_ev="7.77 / 7.69"
C 0.01248 -0.61325 0.50497 -1.2 -1.4 -1.3
N 1.16125 -0.18337 0.75779 -0.9 1.1 1.5
F 0.85951 0.67932 2.39004 0.2 -0.9 -0.8
S 2.54255 0.20116 0.26390 1.2 0.3 -0.3
I -2.40521 0.45526 -2.65788 -0.5 -0.4 -0.4
H -0.18610 -0.70953 -0.59183 0.1 -0.2 1.0
H -0.69089 -1.08316 1.22077 0.7 1.1 -0.2
H -1.29360 1.25358 -1.88777 0.5 0.5 0.4

---

Short version: energy relative to the best compared isomer or geometry (same formula, charge and spin) = 538.7, 293.7 kJ/mol, in the order given.